This record from the Open Molecules 2025 dataset describes 4 unconnected molecules or ions with the total composition C6H21NO3 at a distorted geometry. The level of theory is ωB97M-V with the def2-TZVPD basis set.

Computed properties:
Kohn-Sham gap ... 9.73 eV
Energy above the lowest of the compared OMol25 structures with the same formula, charge and spin ... 259.5 kJ/mol
SMILES ... CCCNCCC.O.O.O
Multiplicity ... 1
DFT total energy ... -521.56739 a.u.

XYZ file:
```
31
Properties=species:S:1:pos:R:3:mulliken_charge:R:1
C 1.4821 0.3001 -2.9018 -1.180
C 0.4733 1.0931 -2.0822 -0.047
C -0.5600 0.0904 -1.5374 -0.113
N -1.1304 0.7829 -0.2916 -0.135
C -2.2421 0.1870 0.3391 -0.753
C -1.7543 -0.8951 1.3461 0.383
C -1.6201 -0.5660 2.7741 -1.411
H 1.2366 0.5505 -3.9212 0.353
H 2.5350 0.6240 -2.4473 0.217
H 1.5438 -0.7881 -2.9330 0.381
H 0.9499 1.6499 -1.2233 -0.293
H 0.0626 1.8275 -2.6032 0.584
H -0.0005 -0.8111 -1.1643 0.085
H -1.4184 -0.3090 -2.2809 0.214
H -1.2574 1.7459 -0.3729 0.233
H -3.0941 -0.1888 -0.1802 0.374
H -2.6198 1.1444 0.9072 0.360
H -2.3123 -1.7503 1.0111 0.484
H -0.7618 -1.2160 1.0453 -0.596
H -2.6368 -0.3134 3.1369 0.347
H -0.8959 0.2446 2.8767 0.263
H -1.1751 -1.2757 3.4709 0.384
O 2.0503 2.8815 1.1453 -0.633
H 2.5661 2.6421 0.3816 0.310
H 1.0441 3.0168 0.9932 0.316
O 0.6940 -3.1626 -0.1313 -0.633
H 1.3434 -2.6200 0.2353 0.350
H -0.0803 -2.8454 0.2137 0.297
O 1.6696 -0.6528 0.8493 -0.626
H 2.2018 -0.3516 1.5435 0.249
H 0.6973 -0.2421 0.8174 0.238
```

---

This record from the Open Molecules 2025 dataset describes a molecular structure, C37H49N6O3PtS2 at a distorted geometry. The level of theory is ωB97M-V with the def2-TZVPD basis set.

Computed properties:
Kohn-Sham gap ... 6.94 eV
Multiplicity ... 1
Net charge ... +3
DFT total energy ... -2908.36247 a.u.

XYZ file:
```
98
Properties=species:S:1:pos:R:3:mulliken_charge:R:1
Pt -0.5211 1.2617 0.0902 0.798
C 6.7103 5.2865 1.1654 -1.479
C 5.5381 4.3745 1.3649 0.792
C 5.1030 3.5234 0.3445 -0.828
C 4.0345 2.6686 0.5347 -0.034
C 3.3883 2.6682 1.7675 -0.323
C 3.7948 3.5055 2.8024 -0.499
C 4.8685 4.3493 2.5899 -0.913
S 2.0668 1.5810 2.0290 1.441
O 1.7463 1.5270 3.4245 -0.696
O 2.2356 0.3899 1.2583 -0.583
N 0.6850 2.3559 1.2732 -0.378
C -0.4011 2.7522 2.1140 0.676
C -0.5191 3.5110 3.2588 -1.115
C -1.8081 3.7304 3.7283 -0.366
C -2.9345 3.2086 3.0776 -1.057
C -2.7634 2.4394 1.9471 0.005
N -1.5154 2.2352 1.5176 -0.043
H 7.1351 5.1874 0.1691 0.359
H 7.4908 5.0657 1.8946 0.379
H 6.4164 6.3266 1.3126 0.365
H 5.6306 3.5253 -0.6011 0.368
H 3.7213 1.9865 -0.2464 0.392
H 3.3018 3.4687 3.7644 0.548
H 5.2060 4.9916 3.3935 0.467
H 0.3510 3.9147 3.7549 0.584
H -1.9480 4.3281 4.6197 0.489
H -3.9291 3.4022 3.4523 0.491
H -3.5722 1.9894 1.3882 0.598
C -3.5475 -4.0051 3.6250 -1.540
C -2.0141 -3.8940 3.6135 1.687
C -1.4084 -5.1192 2.9056 -1.509
C -1.5030 -3.8389 5.0525 -2.075
C -1.6101 -2.6615 2.8275 0.395
C -0.8066 -1.6499 3.3398 -0.859
C -0.4559 -0.5688 2.5571 -0.396
N -0.8535 -0.4406 1.2862 -0.148
C -1.6675 -1.3920 0.7652 0.031
C -2.0446 -2.4865 1.5090 -0.714
C -2.1324 -1.1409 -0.6044 0.686
C -2.8358 -2.0727 -1.3487 -0.521
C -3.1384 -1.8497 -2.6880 0.266
C -2.6343 -0.6652 -3.2364 -0.823
C -1.9447 0.2214 -2.4513 -0.826
N -1.7467 0.0350 -1.1353 0.046
C -3.9165 -2.8336 -3.5403 1.894
C -2.9944 -3.3282 -4.6687 -1.513
C -5.1276 -2.1014 -4.1435 -1.552
C -4.4063 -4.0327 -2.7298 -2.057
H -3.8353 -4.8787 4.2090 0.464
H -3.9639 -4.1359 2.6250 0.351
H -4.0082 -3.1292 4.0849 0.375
H -1.6684 -6.0182 3.4641 0.444
H -0.3202 -5.0544 2.8587 0.382
H -1.7956 -5.2391 1.8919 0.351
H -1.8327 -4.7314 5.5822 0.430
H -1.8970 -2.9762 5.5937 0.432
H -0.4125 -3.8207 5.0991 0.413
H -0.4360 -1.6794 4.3538 0.655
H 0.1701 0.2039 2.9729 0.298
H -2.7007 -3.2211 1.0674 0.594
H -3.1310 -3.0007 -0.8857 0.551
H -2.7713 -0.4318 -4.2830 0.537
H -1.5150 1.1099 -2.8742 0.437
H -2.6399 -2.5111 -5.2986 0.344
H -3.5504 -4.0145 -5.3070 0.459
H -2.1310 -3.8640 -4.2704 0.372
H -4.8303 -1.2773 -4.7932 0.355
H -5.7879 -1.7136 -3.3661 0.382
H -5.7003 -2.8022 -4.7502 0.459
H -3.5794 -4.6221 -2.3269 0.453
H -4.9790 -4.6920 -3.3804 0.426
H -5.0664 -3.7327 -1.9127 0.449
C 0.9127 3.8037 -1.6941 -0.749
S -0.6753 3.3663 -0.9722 0.421
C -1.7289 3.5115 -2.4217 -1.122
H 0.8636 4.8589 -1.9578 0.572
H 1.1124 3.1956 -2.5727 0.205
H 1.6674 3.6463 -0.9255 0.081
H -1.3527 2.9812 -3.2895 0.422
H -1.7237 4.5824 -2.6310 0.488
H -2.7419 3.2072 -2.1672 0.389
N 0.8282 0.6837 -1.3214 0.439
C 1.7047 0.1744 -1.8872 0.212
N 2.6698 -0.3819 -2.5224 -0.024
C 3.1592 -1.7317 -2.1226 -0.481
C 4.6284 -1.6090 -1.7519 -0.492
O 5.3575 -1.0180 -2.8058 -0.380
C 4.9424 0.3004 -3.0661 -0.379
C 3.4969 0.3185 -3.5373 -0.518
H 3.0287 -2.3948 -2.9780 0.284
H 2.5631 -2.0876 -1.2841 0.405
H 5.0486 -2.5992 -1.5872 0.376
H 4.7363 -1.0234 -0.8292 0.266
H 5.5902 0.7014 -3.8434 0.394
H 5.0510 0.9187 -2.1642 0.176
H 3.3973 -0.2339 -4.4720 0.307
H 3.1225 1.3319 -3.6749 0.382
```

---

This record from the Open Molecules 2025 dataset describes a molecular structure, C20H27CrGeN3O2. The level of theory is ωB97M-V with the def2-TZVPD basis set.

Computed properties:
Expectation value of S² ... 6.0179
Kohn-Sham gap (alpha / beta) ... 8.72 / 8.95 eV
Multiplicity ... 5
Net charge ... +2
DFT total energy ... -4213.93894 a.u.

XYZ file:
```
54
Properties=species:S:1:pos:R:3:mulliken_charge:R:1
Cr -2.0893 -0.5256 -1.5882 0.759
O 1.2532 1.3697 -2.5894 -0.447
C 0.2124 1.1152 -2.0791 0.049
N -0.1134 -0.1411 -1.4209 -0.022
C 0.7245 -1.2803 -1.7640 -0.209
O 1.9048 -1.2308 -1.8841 -0.462
C -0.0695 -2.5512 -1.9035 0.420
C 0.5803 -3.7392 -2.1582 -0.559
C -0.1744 -4.9031 -2.2528 -0.339
C -1.5469 -4.8301 -2.0781 -0.725
C -2.1283 -3.5995 -1.8284 -0.164
N -1.4093 -2.4716 -1.7454 0.201
C -0.9625 2.0594 -2.0815 0.393
C -0.7797 3.3891 -2.3897 -0.568
C -1.8858 4.2315 -2.3706 -0.450
C -3.1273 3.7055 -2.0506 -0.681
C -3.2346 2.3539 -1.7743 -0.271
N -2.1730 1.5367 -1.7875 0.229
H 1.6551 -3.7354 -2.2781 0.536
H 0.3051 -5.8508 -2.4574 0.494
H -2.1708 -5.7105 -2.1367 0.440
H -3.1993 -3.5118 -1.6932 0.427
H 0.2111 3.7430 -2.6403 0.517
H -1.7771 5.2822 -2.6034 0.497
H -4.0114 4.3263 -2.0217 0.453
H -4.1947 1.9110 -1.5403 0.423
C 3.9403 2.1675 0.1454 -1.622
C 2.6372 1.5260 0.6006 0.235
C 1.4698 2.5067 0.5877 -0.571
C 0.1493 1.9194 1.1052 -0.608
Ge -0.1885 0.0527 0.6702 0.040
C 0.7803 -1.4832 1.3648 -0.442
C 0.1481 -1.9176 2.6936 -0.939
C 0.0086 -0.7729 3.6916 0.282
C -0.4713 -1.2375 5.0595 -1.541
H 4.7550 1.4455 0.1441 0.408
H 4.2194 2.9884 0.8066 0.398
H 3.8434 2.5644 -0.8662 0.343
H 2.7565 1.1214 1.6120 0.240
H 2.4125 0.6775 -0.0634 0.005
H 1.3384 2.8930 -0.4250 -0.093
H 1.7202 3.3698 1.2080 0.611
H -0.7213 2.5000 0.7943 0.449
H 0.1349 1.9115 2.1992 0.632
H -1.7351 -0.2586 0.6907 0.014
H 1.8191 -1.1805 1.4973 0.594
H 0.7675 -2.3003 0.6428 0.368
H 0.7704 -2.7062 3.1222 0.484
H -0.8351 -2.3643 2.5160 0.281
H -0.7107 -0.0335 3.3017 0.143
H 0.9672 -0.2518 3.7877 0.225
H -1.4367 -1.7405 4.9875 0.345
H -0.5785 -0.4001 5.7467 0.406
H 0.2397 -1.9391 5.4966 0.372
```

---

This record from the Open Molecules 2025 dataset describes 4 unconnected molecules or ions with the total composition C2H13NO3S at a distorted geometry. The level of theory is ωB97M-V with the def2-TZVPD basis set.

Computed properties:
Kohn-Sham gap ... 9.57 eV
Energy above the lowest of the compared OMol25 structures with the same formula, charge and spin ... 257.6 kJ/mol
SMILES ... NCCS.O.O.O
Multiplicity ... 1
DFT total energy ... -762.55492 a.u.

XYZ file:
```
20
Properties=species:S:1:pos:R:3:mulliken_charge:R:1
N -1.7570 -1.2326 -2.5460 -0.524
C -0.7789 -0.1606 -2.2043 -0.606
C 0.7397 -0.4663 -2.2389 -0.209
S 1.4806 -1.1253 -0.7832 -0.165
H -1.8910 -1.4023 -3.5218 0.212
H -1.5822 -2.2337 -2.0398 0.249
H -1.0885 -0.1516 -0.9537 0.087
H -1.2195 0.6641 -2.8004 0.397
H 0.7291 -1.2440 -3.1839 0.240
H 1.4282 0.4013 -2.5126 0.295
H 0.2925 -1.1287 0.0421 -0.010
O -2.0250 2.1811 3.0671 -0.625
H -1.6136 2.8940 2.7553 0.294
H -2.7321 2.0062 2.3350 0.332
O 3.3566 0.6486 2.5259 -0.620
H 2.5974 0.0059 2.4875 0.358
H 3.3546 1.1019 1.7638 0.275
O 0.5081 -0.4534 2.7930 -0.640
H 0.1916 0.4374 3.0215 0.343
H 0.0094 -0.7422 1.9934 0.317
```